No. 1
DFT (the ωB97M-V functional and the def2-TZVPD basis) results for 11 unconnected molecules or ions with the total composition C6H32O10 in a non-equilibrium geometry.

The geometry in XYZ format:
```
48
Properties=species:S:1:pos:R:3:forces:R:3
H 2.208735 4.211270 -1.433513 0.47 0.28 -0.94
H 0.668331 -4.785634 -1.205806 0.29 1.78 -0.29
O 2.137159 0.596074 1.689454 0.65 1.08 -1.29
H 2.687504 0.275745 -0.588853 0.01 -0.19 0.37
H -0.268020 -1.895465 -2.220568 0.74 -0.24 -0.06
O -0.442662 -0.731941 3.582885 -1.29 -1.29 0.36
H -1.476214 -1.970268 -0.908350 0.44 0.48 -0.19
H 1.311055 1.066095 1.928496 0.63 0.08 0.05
H -1.667770 0.762209 -3.341078 0.89 0.33 1.09
C 2.219024 -0.196290 -1.433721 -0.16 0.59 -0.72
H -2.170471 0.928797 -4.585837 0.47 0.13 -1.12
H -0.355071 1.087701 3.369413 0.89 1.54 -0.30
O 0.096433 1.969547 3.139815 -1.25 -1.57 0.03
H 1.991584 -1.225698 -1.219651 0.35 -0.55 0.19
H 2.581321 1.157478 0.975492 -1.08 -1.09 1.75
H 0.264331 -3.261276 -1.631367 0.63 -1.16 0.49
C -2.024727 0.109112 0.795451 -1.01 -1.13 1.50
H 0.691252 0.251134 -2.825370 -0.35 0.30 -0.42
H -1.552566 3.246764 1.201756 -0.08 -0.10 0.95
O 1.868663 4.173080 -0.553259 0.01 0.41 0.72
H -2.979812 0.525609 0.472252 0.26 1.03 -0.28
H -1.591909 -1.015495 -2.398531 -0.31 0.41 0.39
C -0.765267 0.436101 0.111469 1.37 0.74 -0.88
H -1.976470 0.202328 1.882388 0.12 0.82 -0.06
O 0.984559 -3.841855 -1.285685 -0.78 -0.88 -0.27
O -1.285335 0.771191 -4.220071 -1.13 -0.33 -0.42
H -0.591024 -5.072812 1.300408 -0.18 0.19 0.70
C 0.868412 0.491471 -1.789720 1.64 -1.30 0.63
H 0.148593 -1.147721 2.969418 1.19 0.13 -0.76
H 0.998286 1.553085 -1.667512 -0.45 0.48 0.02
O -1.210736 3.541256 0.370971 -0.67 -1.40 -1.48
H -2.609360 1.431602 -1.385317 0.01 0.02 -0.56
O -0.557004 -4.688296 2.197085 -0.21 -0.36 -0.73
H 2.956945 -0.140057 -2.236020 -0.19 -0.10 -0.18
C -0.204974 -0.132837 -0.959149 -2.19 -0.02 -0.20
H 0.292220 -4.235210 2.161827 0.39 0.26 -0.02
H -0.784713 4.360624 0.484386 0.82 1.56 0.45
C -0.910933 -1.303574 -1.588530 -0.53 -0.58 -0.46
H -2.386571 2.811550 -1.761287 0.55 1.82 0.45
O 1.829987 -3.279460 1.261680 -0.01 0.62 -0.53
O -2.565422 1.996094 -2.181155 -0.73 -1.78 0.51
H -2.362783 -0.914192 0.790260 0.58 -1.03 -0.63
H 2.016036 -2.392993 1.589350 0.21 0.06 0.22
H -1.078262 -1.484778 3.638755 0.15 1.03 0.41
H 0.418721 2.303068 3.977514 0.17 0.05 0.18
H -0.210626 1.327692 0.392441 -0.56 0.13 0.46
H 1.419029 3.338203 -0.544568 -0.60 -0.68 0.26
H 1.731715 -3.123472 0.293326 -0.13 -0.61 0.63
```
Positions in Å, forces in eV/Å.

- structure (SMILES) = C/C=C(\C)CC.O.O.O.O.O.O.O.O.O.O
- strongest force on any atom (eV/Å) = 2.33
- ΔE to the lowest compared entry with this formula, charge and spin (eV) = 2.061
- molar mass (g mol⁻¹) = 264.3
- E_LUMO (eV) = 0.2

=====

No. 2
DFT (the ωB97M-V functional and the def2-TZVPD basis) results for a molecular structure, C6H33HgO12V in a non-equilibrium geometry.

The geometry in XYZ format:
```
53
Properties=species:S:1:pos:R:3:forces:R:3
H 11.770080 -4.953620 -21.709260 -0.55 -0.11 -0.30
Hg 10.034700 -1.896740 -25.139470 -1.81 -2.35 0.58
H 7.431660 -5.691560 -23.865360 -0.65 -0.09 -0.40
H 7.721940 -5.297950 -26.180140 -0.71 0.47 -0.90
H 7.038800 -0.226370 -24.924090 0.16 -0.80 -0.13
H 13.080120 -7.649380 -22.193670 -0.32 -0.12 -0.74
H 14.435300 -4.048130 -27.073130 0.07 -0.07 -0.32
H 16.310660 -4.148600 -24.573290 0.30 -0.03 -0.09
H 11.142950 -2.476270 -19.393720 0.60 -0.44 -0.27
H 13.230240 -4.859530 -22.562880 0.17 -0.48 -0.32
H 12.388720 -7.004010 -24.623490 -0.42 0.32 -0.47
H 6.312180 -0.694720 -23.344750 -0.07 -0.99 -0.46
V 9.563030 -1.365930 -21.553170 -0.07 -1.31 -4.18
H 12.337690 -1.634540 -27.008640 -0.07 0.33 -0.22
H 7.198480 1.341980 -22.345660 -0.30 -0.65 0.55
H 16.374300 -6.647440 -22.904820 0.21 0.00 -0.12
H 15.180700 -5.375460 -20.728850 0.34 -0.09 -0.17
O 15.218020 -4.824330 -19.947120 -0.39 0.58 0.42
C 12.118180 -3.111660 -22.836510 -0.94 -0.22 0.07
C 7.975600 -4.448470 -25.545990 0.61 -0.62 0.75
H 9.892160 -1.758520 -18.933010 -0.25 0.13 0.53
H 12.545150 -2.541830 -22.011230 0.17 -0.35 0.60
H 13.125290 -8.270890 -25.003470 0.03 -0.16 -0.17
O 13.712370 -7.344200 -21.543010 -0.26 0.05 0.50
O 11.990190 -2.154330 -26.283860 -0.30 1.21 0.02
H 10.760060 -5.318370 -26.407940 -0.79 0.32 0.05
H 7.777190 1.855560 -23.786760 -0.18 -0.03 -0.88
O 8.353090 -1.033750 -23.468550 1.50 0.28 1.27
H 8.893630 -6.114680 -24.591810 0.69 0.30 0.32
H 6.014790 1.411490 -23.620530 0.16 0.42 -0.21
H 12.252590 -5.164130 -26.206800 0.37 0.03 -0.38
C 12.168390 -4.640030 -22.674200 1.14 1.34 0.45
H 7.120380 -3.817250 -25.304620 -0.13 0.33 -0.56
O 10.759520 -2.707900 -23.019440 -0.95 2.00 1.08
H 14.014220 -8.142160 -21.108990 0.13 -0.23 0.23
H 15.192900 -3.984240 -23.565570 -0.01 -0.15 0.46
H 8.662060 -4.705890 -23.425290 0.89 0.38 -0.33
H 12.459170 -2.986930 -26.339190 0.70 -1.14 0.04
H 12.747050 -2.776090 -23.661150 -0.10 -0.16 -0.53
O 15.371040 -4.288210 -24.455570 0.03 0.14 0.08
O 10.415410 -1.942520 -19.713140 -0.53 0.41 -0.25
H 14.192150 -4.273120 -25.595920 0.78 -0.03 0.84
C 7.190650 -0.289000 -23.846540 -0.12 0.21 0.86
O 11.565610 -5.824090 -26.300360 0.07 -0.59 0.42
O 13.737590 -4.196300 -26.434790 -0.83 0.35 -0.85
H 11.739540 -5.122130 -23.552700 -0.13 -0.10 0.28
O 9.080600 -3.831170 -26.133050 0.85 1.82 0.30
O 12.726190 -7.821900 -24.258240 0.20 -0.16 0.60
H 15.050330 -6.592720 -22.172700 -0.85 -0.64 -0.03
H 15.333390 -5.440880 -19.224090 0.06 -0.09 0.17
O 15.922580 -6.198880 -22.189990 1.03 0.55 -0.32
C 8.314290 -5.234550 -24.312810 -0.48 -0.87 1.35
C 7.048420 1.139890 -23.406200 0.94 1.11 0.80
```
Positions in Å, forces in eV/Å.

- net charge = +1
- strongest force on any atom (eV/Å) = 4.38
- 2S+1 = 4
- molar mass (g mol⁻¹) = 548.9
- E_LUMO (alpha / beta) (eV) = -4.5 / -4.7

=====

No. 3
DFT (the ωB97M-V functional and the def2-TZVPD basis) results for 9 unconnected molecules or ions with the total composition C6H33N2O8 in a non-equilibrium geometry.

The geometry in XYZ format:
```
49
Properties=species:S:1:pos:R:3:forces:R:3
N 1.507271 0.478267 -1.346393 -1.88 -0.39 -0.25
O 2.708145 -2.260870 1.373178 0.18 -0.26 -0.12
H 0.758862 -1.883907 -0.310923 0.13 0.10 0.24
N -0.748372 -1.361870 -1.628083 -0.36 0.47 0.33
H 2.887312 -2.277725 -0.558609 -0.03 0.40 -0.30
O 0.303324 -1.854445 3.242381 -0.15 0.13 -0.13
H -2.265518 0.007360 3.947932 -0.13 0.03 0.28
H -1.260597 0.157762 5.136226 -0.25 0.06 -0.36
H -3.871886 -2.516577 -0.625172 0.16 -0.41 -0.35
H 4.034352 -1.669384 -1.363371 -0.06 -0.08 -0.15
H -1.054206 -0.450844 -1.950248 -0.29 0.06 -0.03
H 3.228423 2.854501 0.270919 -0.30 -0.02 -0.01
H -2.333964 2.494434 -1.630296 -0.19 -0.36 0.02
H -1.520191 -3.264138 -1.760005 -0.43 -0.21 -0.04
H 1.798810 2.153422 2.303124 -0.21 0.20 0.25
H 0.903407 2.668472 0.888280 -0.24 0.19 -0.01
H -3.061235 -1.083598 -0.251997 0.28 0.14 0.03
O 0.534135 1.611434 -3.562474 0.11 0.11 -0.37
H -2.538825 -2.589250 0.475449 0.38 -0.16 -0.07
H 0.949978 -0.286510 1.802493 -0.20 0.23 0.09
H 2.251888 -0.243483 -1.277902 0.14 0.21 -0.22
H -4.358942 1.890929 0.047922 0.07 0.13 0.34
H 4.109995 2.971550 -0.922879 -0.11 -0.02 -0.40
H -0.312308 0.961560 -0.429843 -0.12 0.00 -0.21
O 3.079952 -1.814556 -1.403222 0.23 -0.13 0.50
H 3.202996 -3.069734 1.543400 0.01 0.02 0.18
O -1.372197 0.277758 4.179459 0.32 -0.10 0.02
H -0.030208 2.326700 -3.234630 -0.24 -0.29 -0.34
H 1.995745 -2.253689 2.028019 -0.19 0.08 0.08
H 2.211598 0.476723 0.887130 0.04 -0.28 0.34
C -0.054273 -1.153991 -0.342746 -0.15 -1.11 -1.26
H 0.332602 1.483241 -4.502632 -0.04 0.18 0.45
H -3.459190 2.985685 0.760363 -0.41 -0.30 -0.03
O 3.199604 2.750732 -0.689330 0.40 0.11 0.45
H 0.033029 1.985649 2.312547 -0.15 0.23 -0.03
H 0.969137 0.366251 -2.224355 0.67 -0.09 -0.09
O -3.723059 2.600051 -0.084011 0.39 0.30 -0.22
H -2.432911 -1.970512 -2.573517 -0.29 -0.36 -0.02
O -2.159384 1.872457 -2.355956 0.18 0.37 0.08
C -1.942702 -2.265339 -1.649342 1.57 0.40 -0.02
H -0.299505 -1.095276 3.399293 0.31 -0.37 0.18
H -2.952001 1.955019 -2.896323 0.02 -0.08 -0.10
C 0.921456 1.936119 1.692473 0.36 -0.84 -0.12
C 1.139670 0.527770 1.111726 0.91 0.33 -1.01
C -2.860586 -2.139892 -0.460117 -1.08 0.62 0.39
C 0.491381 0.242341 -0.266919 0.09 0.44 1.57
H -0.671278 -1.390692 0.519630 -0.19 0.39 0.24
H 1.791892 1.456745 -1.355459 0.77 -0.15 0.21
H -0.061616 -2.596656 3.734801 -0.02 0.07 0.01
```
Positions in Å, forces in eV/Å.

- net charge = +1
- strongest force on any atom (eV/Å) = 1.93
- ΔE to the lowest compared entry with this formula, charge and spin (eV) = 1.391
- molar mass (g mol⁻¹) = 261.3
- E_LUMO (eV) = -2.4

=====

No. 4
DFT (the ωB97M-V functional and the def2-TZVPD basis) results for 10 unconnected molecules or ions with the total composition C6H33NO10 in a non-equilibrium geometry.

The geometry in XYZ format:
```
50
Properties=species:S:1:pos:R:3:forces:R:3
H 0.241884 1.929144 -0.961874 -0.04 -0.60 -1.05
O -0.613636 -2.841525 -2.283472 0.73 -0.41 -0.95
H 2.637488 1.078078 4.141366 0.43 -0.05 -0.46
H 0.611494 2.684590 0.818642 1.88 0.31 -1.81
O 1.032815 3.088674 -0.012198 -8.26 2.85 3.53
O 1.134543 0.609601 -3.936343 -2.29 -1.68 2.31
H -4.162447 -2.686435 0.907441 1.10 2.14 -0.11
H 0.840710 0.682176 -0.544733 -0.45 -0.43 -1.15
H -3.877410 -0.365074 1.725220 1.29 0.63 -0.08
O 0.316409 0.992701 -1.326999 0.47 0.45 1.68
H 1.799445 2.784671 -0.285397 6.66 -2.68 -1.30
H 1.360682 -2.387475 0.595562 2.82 0.52 -0.08
O 3.609828 2.533409 -0.838516 -4.66 0.06 -3.81
H 2.228015 1.982297 2.711325 -0.11 0.71 -0.07
H -4.117846 1.837779 -2.219037 -1.03 3.65 0.23
C -1.340986 0.596323 2.043945 0.18 -0.62 3.99
O -2.864996 -2.274939 -0.625782 -0.27 -1.05 -1.25
C 0.954164 0.327072 3.113987 1.05 0.36 -2.81
H -3.709206 -2.160804 -1.151495 1.56 -0.10 1.07
H -1.009528 -3.720074 -2.211327 0.05 0.43 0.19
H 1.495885 -1.934363 -1.772230 -3.30 -0.63 -1.02
H 3.061331 0.559888 2.500340 1.11 -1.14 -0.86
H 0.803198 0.236038 4.137090 -1.77 -0.29 1.86
H 2.283911 0.358364 -2.703020 2.94 -0.73 0.72
H 4.340599 2.363370 -0.383003 4.82 -0.82 3.26
C 2.314501 0.982399 3.093578 -0.30 1.27 1.47
H 1.079025 -0.664376 2.668897 -0.48 -0.04 0.15
H -3.110604 0.971772 -2.946833 0.85 0.25 -0.74
N 0.052141 1.115814 2.253071 -1.63 2.18 -0.12
H -1.095816 -2.275889 -1.688982 -0.61 0.05 0.63
H 3.575398 1.750607 -1.477843 -0.18 0.67 0.62
O 2.327127 -1.731524 -1.450508 1.62 0.94 1.59
C -1.688249 -0.060925 0.778613 0.34 0.46 -1.72
H -1.425928 -0.151954 2.936615 -0.57 0.94 -1.41
H -1.554702 0.738338 -0.050573 -0.49 -1.59 1.16
H -2.637733 -2.690802 1.488064 1.12 1.14 -0.85
C -3.207814 -0.583644 0.853457 1.37 0.78 1.98
H 0.453028 0.304284 -3.107851 2.75 2.34 -3.01
H 0.044773 -1.739859 0.983369 0.77 -1.05 -0.11
H -0.882580 -0.853274 0.523872 -2.31 1.42 -0.04
H 3.617973 -0.528256 -2.353478 0.14 -1.56 -0.18
H -2.133197 1.374017 2.216876 1.00 -0.35 0.14
C -3.161334 -2.039609 0.750601 -3.62 -3.70 -0.88
O -3.819464 0.995409 -2.330651 0.20 -3.94 0.56
H -0.107286 2.125341 2.593365 0.87 -2.22 -0.14
H -3.658676 -0.105031 0.024816 -0.86 -0.10 -1.01
O 0.454865 -2.521013 0.558435 -3.10 -0.11 0.58
H 1.472951 1.519673 -3.864780 -0.86 -0.36 0.51
H 2.783592 -2.525216 -1.602633 1.16 -1.82 -0.18
O 3.251661 0.320232 -2.288988 -2.09 3.48 -1.03
```
Positions in Å, forces in eV/Å.

- structure (SMILES) = CCNCCCCO.O.O.O.O.O.O.O.O.O
- strongest force on any atom (eV/Å) = 9.43
- ΔE to the lowest compared entry with this formula, charge and spin (eV) = 6.194
- molar mass (g mol⁻¹) = 279.3
- E_LUMO (eV) = 0.5